No. 1
DFT (the ωB97M-V functional and the def2-TZVPD basis) results for a molecular structure, C12H15BeCoF9N4NaO18.

XYZ file:
```
61
Properties=species:S:1:pos:R:3:mulliken_spin:R:1
Co -2.365 0.822 2.912 2.88
Na 1.057 -2.591 3.443 0.00
Be -3.941 -3.160 -0.223 0.01
N -4.962 -0.010 0.817 0.00
O -3.992 0.238 1.564 0.01
O -6.057 0.166 1.223 0.00
O -4.866 -0.706 -0.237 0.00
N 0.196 0.737 4.278 -0.01
O 0.147 -0.500 4.213 0.01
O -0.805 1.377 4.102 0.04
O 1.279 1.305 4.438 0.01
N -2.242 -4.211 3.039 0.00
O -2.812 -3.996 1.979 -0.01
O -1.116 -3.753 3.243 -0.01
O -2.842 -4.709 3.980 0.00
N -0.922 -1.273 0.934 0.01
O -1.130 -0.172 1.534 0.02
O -1.722 -1.896 0.263 0.00
O -0.007 -1.947 1.335 0.02
C -3.355 0.668 -3.662 0.00
C -3.045 -0.511 -4.526 0.00
O -1.831 -1.123 -4.087 0.00
C -1.852 -2.077 -3.128 0.00
O -2.853 -2.449 -2.500 0.00
C -0.484 -2.636 -2.646 0.00
F 0.162 -1.708 -1.893 0.00
F -0.681 -3.765 -1.973 0.00
F 0.227 -2.997 -3.645 0.00
H -2.760 0.629 -2.750 0.00
H -4.319 0.563 -3.164 0.00
H -3.291 1.561 -4.284 0.00
H -2.869 -0.131 -5.532 0.00
H -3.870 -1.182 -4.765 0.00
C 3.486 -0.084 -1.543 0.00
C 3.109 -0.521 -0.112 0.00
O 3.685 0.144 0.907 0.00
C 3.697 -0.314 2.152 0.00
O 2.945 -1.267 2.596 0.00
C 4.629 0.538 3.111 0.00
F 5.661 -0.234 3.293 0.00
F 5.004 1.702 2.528 0.00
F 4.076 0.748 4.321 0.00
H 4.542 -0.186 -1.793 0.00
H 3.309 0.981 -1.697 0.00
H 2.822 -0.629 -2.214 0.00
H 3.440 -1.530 0.130 0.00
H 2.021 -0.475 -0.060 0.00
C 1.997 3.576 1.463 0.00
C 1.152 2.487 0.919 0.00
O 1.373 2.536 -0.472 0.00
C 0.405 2.826 -1.342 0.00
O -0.805 2.917 -0.990 0.00
C 0.709 2.701 -2.901 0.00
F 0.791 3.899 -3.279 0.00
F 1.849 2.079 -3.214 0.00
F -0.327 2.218 -3.586 0.00
H 1.719 4.605 1.233 0.00
H 2.970 3.141 1.236 0.00
H 1.877 3.433 2.537 0.00
H 0.095 2.521 1.183 0.00
H 1.688 1.624 1.315 0.00
```

As for the spin multiplicity: 4. The orbital gap (alpha / beta) is 3.7 / 3.8 eV. As for the lowest unoccupied orbital energy (alpha / beta): -8.29 / -8.29 eV. The charge is +1. The value obtained for the total energy is -122377.002 eV.

***

No. 2
DFT (the ωB97M-V functional and the def2-TZVPD basis) results for a molecular structure, C57H44BaGeN2O2P.

XYZ file:
```
108
Properties=species:S:1:pos:R:3:mulliken_charge:R:1
Ba 2.248 -1.601 -0.157 1.94
C 3.509 -2.215 7.265 -0.44
C 2.475 -1.464 6.722 -0.75
C 2.173 -1.554 5.371 0.21
C 2.899 -2.403 4.536 -0.15
C 3.943 -3.141 5.093 -0.27
C 4.244 -3.056 6.444 -0.64
P 2.560 -2.693 2.728 0.86
C 1.618 -1.141 2.505 -1.38
C 0.236 -1.069 2.418 0.11
C -0.392 0.167 2.445 -0.94
C 0.350 1.331 2.568 -0.60
C 1.738 1.266 2.591 -0.68
C 2.365 0.035 2.552 0.48
C 1.230 -3.942 2.912 0.41
C 0.734 -4.371 4.120 -0.27
C -0.231 -5.396 4.170 -0.92
C -0.653 -6.000 3.020 -0.85
C -0.149 -5.595 1.763 0.76
C -0.533 -6.234 0.565 -0.81
C -0.001 -5.811 -0.622 -0.82
C 0.898 -4.723 -0.672 -0.53
C 1.325 -4.031 0.453 -0.93
C 0.789 -4.523 1.686 0.92
H 3.738 -2.143 8.321 0.37
H 1.897 -0.803 7.358 0.40
H 1.353 -0.969 4.974 0.35
H 4.517 -3.800 4.450 0.41
H 5.057 -3.641 6.860 0.38
H -0.347 -1.978 2.326 0.40
H -1.468 0.223 2.380 0.49
H -0.158 2.286 2.621 0.44
H 2.323 2.176 2.631 0.39
H 3.450 -0.028 2.588 0.39
H 1.074 -3.941 5.052 0.27
H -0.618 -5.716 5.131 0.39
H -1.374 -6.811 3.058 0.34
H -1.239 -7.058 0.602 0.33
H -0.282 -6.315 -1.542 0.37
H 1.278 -4.436 -1.653 0.37
C 8.280 -1.847 -0.533 -0.19
C 7.580 -3.040 -0.434 -0.64
C 6.205 -2.989 -0.259 -0.32
N 5.528 -1.848 -0.181 0.05
C 6.202 -0.707 -0.292 -0.21
C 7.577 -0.655 -0.465 -0.70
H 9.355 -1.847 -0.662 0.35
H 8.090 -3.992 -0.492 0.38
H 5.614 -3.895 -0.178 0.45
H 5.609 0.201 -0.244 0.45
H 8.083 0.298 -0.547 0.40
O 2.079 0.859 -0.324 -0.91
C 0.860 0.649 -0.513 0.86
O 0.324 -0.487 -0.473 -1.17
C -0.007 1.878 -0.884 -1.00
C -1.434 1.533 -1.310 -0.50
Ge -2.768 2.977 -1.177 1.69
C -2.185 4.594 -2.144 0.12
C -1.403 4.415 -3.284 -0.11
C -1.002 5.495 -4.056 -0.61
C -1.365 6.782 -3.684 -0.47
C -2.147 6.976 -2.554 -0.67
C -2.561 5.890 -1.796 -0.21
C -3.167 3.314 0.728 0.08
C -2.705 4.422 1.436 -0.32
C -2.956 4.557 2.795 -0.73
C -3.669 3.579 3.472 -0.49
C -4.133 2.467 2.783 -0.81
C -3.882 2.340 1.425 -0.62
C -4.416 2.353 -2.071 0.31
C -4.327 1.889 -3.383 -0.42
C -5.447 1.429 -4.058 -0.62
C -6.681 1.417 -3.423 -0.52
C -6.788 1.879 -2.119 -0.63
C -5.665 2.350 -1.452 -0.28
H 0.530 2.383 -1.690 0.40
H 0.011 2.554 -0.026 0.61
H -1.806 0.720 -0.683 0.58
H -1.429 1.131 -2.326 -0.15
H -1.102 3.411 -3.566 0.03
H -0.408 5.334 -4.947 0.45
H -1.042 7.630 -4.274 0.37
H -2.438 7.979 -2.265 0.38
H -3.193 6.052 -0.930 0.42
H -2.127 5.183 0.924 0.41
H -2.588 5.424 3.329 0.39
H -3.852 3.675 4.535 0.38
H -4.674 1.689 3.307 0.40
H -4.237 1.461 0.897 0.57
H -3.367 1.884 -3.890 0.10
H -5.354 1.080 -5.079 0.38
H -7.558 1.050 -3.942 0.38
H -7.748 1.874 -1.617 0.38
H -5.762 2.723 -0.440 0.38
N -3.583 1.172 -7.164 -0.65
C -2.671 0.710 -6.632 0.08
C -1.548 0.157 -5.952 -0.02
C -1.156 -1.167 -6.170 -0.48
C -0.105 -1.711 -5.460 -0.93
C 0.581 -0.956 -4.499 0.38
C 0.210 0.393 -4.328 -0.31
C -0.838 0.939 -5.034 -0.14
C 1.569 -1.494 -3.633 -0.32
C 2.320 -1.845 -2.725 -0.61
H -1.698 -1.763 -6.893 0.45
H 0.181 -2.741 -5.624 0.49
H 0.759 0.980 -3.603 0.55
H -1.131 1.971 -4.881 0.79
```

The orbital gap is 6.6 eV. As for the lowest unoccupied orbital energy: 2.12 eV. The charge is -1. Its energy relative to the best compared isomer or geometry (same formula, charge and spin) is 171.6 kJ/mol. The value obtained for the total energy is -133397.113 eV.